Model i:
ORCA calculation (the ωB97M-V functional and the def2-TZVPD basis) on 2 unconnected molecules or ions with the total composition C3H9S3.

Last column: Löwdin charge in e.
Element x y z (Å)
C  0.064  -1.536  1.597  -0.245
C  -0.324  -0.127  1.197  -0.689
S  -1.954  -0.003  0.448  0.370
S  -1.801  1.732  -0.616  0.274
H  0.268  -2.068  0.660  0.037
H  -0.704  -2.062  2.174  0.053
H  1.004  -1.589  2.138  0.048
H  0.423  0.216  0.470  -0.020
H  -0.251  0.584  2.033  0.065
H  -2.150  2.580  0.365  -0.216
C  2.189  -0.308  -1.905  -0.700
S  2.699  -0.813  -0.213  0.092
H  2.692  0.627  -2.194  -0.020
H  2.439  -1.048  -2.669  -0.023
H  1.112  -0.116  -1.951  -0.026

* total charge: -1

***

Model ii:
ORCA calculation (the ωB97M-V functional and the def2-TZVPD basis) on 2 unconnected molecules or ions with the total composition C3H9S3.

Last column: Löwdin charge in e.
Element x y z (Å)
C  -0.859  2.359  2.390  -0.732
S  -1.680  2.561  0.770  0.057
H  -0.146  3.171  2.557  -0.027
H  -1.586  2.369  3.204  -0.028
H  -0.290  1.426  2.448  -0.027
C  -1.123  0.295  -1.576  -0.556
S  -0.177  -0.764  -0.462  0.420
S  1.355  -1.358  -1.768  0.396
C  1.998  -2.672  -0.703  -0.529
H  -0.718  1.301  -1.577  -0.022
H  -1.040  -0.134  -2.579  0.007
H  -2.145  0.281  -1.221  0.002
H  1.201  -3.061  -0.073  0.005
H  2.400  -3.463  -1.334  0.015
H  2.811  -2.309  -0.076  0.020

* total charge: -1

***

Relative calculated energies, zero for the most stable structure, unit hartree: model i 0.0000; model ii 0.0129.